Below is a molecular structure, C34H72N5O11Si2, with properties calculated with the ωB97M-V functional and the def2-TZVPD basis.

## Properties
* E_LUMO: 1.87 eV
* frontier orbital gap: 0.2426 Ha
* F_max: 8.01 eV Å⁻¹
* E: -82145.6379 eV
* ΔE to the lowest compared entry with this formula, charge and spin: 248.2 kcal per mole
* total charge: -1

Geometry as XYZ:
```
124
Properties=species:S:1:pos:R:3:forces:R:3:lowdin_charge:R:1
C -3.196 -4.422 2.336 -0.73 0.04 1.52 -0.1149
O -2.011 -5.157 1.862 -1.77 1.18 -1.89 -0.2771
C -2.068 -5.423 0.413 0.31 0.15 -1.36 -0.2250
C -0.559 -5.178 -0.265 -1.31 0.57 0.30 -0.1641
C -0.392 -3.541 -0.397 0.44 -0.06 1.61 -0.2639
C 1.208 -3.058 -0.429 -0.57 -1.08 -1.05 -0.2682
Si 1.214 -1.163 -0.070 1.63 0.19 0.52 0.6003
C 1.334 -0.071 -1.699 -0.83 -0.26 -1.34 -0.2322
O 2.610 0.677 -1.638 -1.08 4.37 -0.55 -0.1669
C 2.436 2.088 -2.024 -1.26 0.68 -4.94 -0.2619
C 2.779 3.338 -0.976 1.19 -0.29 0.40 -0.0078
O 2.029 2.400 -3.272 2.23 -1.99 7.43 -0.0754
O 2.519 -0.610 0.966 -3.20 0.04 -0.09 -0.3868
Si 1.938 0.192 2.417 0.55 -0.77 0.19 0.5869
C 0.396 1.317 2.172 -1.50 0.69 0.81 -0.2963
C 0.444 2.734 3.038 -0.53 0.45 -1.31 -0.2153
C -0.610 3.760 2.241 0.98 -0.02 0.94 -0.3470
C -0.564 5.207 3.073 -0.68 -0.79 -0.36 -0.1161
C -2.134 3.161 2.125 -0.60 0.43 -0.28 -0.1797
C -2.736 3.188 0.567 -0.61 0.39 1.38 -0.1936
C -4.144 2.343 0.415 -0.43 -2.48 -1.32 -0.0885
C -4.267 0.944 -0.098 0.40 1.88 1.38 -0.2506
C -5.386 0.424 -1.194 -0.60 -0.12 0.29 -0.1163
C -3.228 -0.212 0.503 0.21 0.60 -0.53 -0.0940
C 1.730 -1.141 3.827 -1.76 -5.26 4.27 -0.5169
O 2.670 -1.349 4.791 -3.81 1.53 -4.69 -0.2345
O 0.523 -1.988 3.822 5.45 4.42 -0.75 -0.3214
H -2.932 -3.826 3.335 -0.17 -1.36 -2.29 0.1148
H -3.628 -3.639 1.578 0.97 -1.62 1.19 0.0814
H -4.038 -5.197 2.663 1.59 1.59 -0.94 0.1013
H -2.494 -6.499 0.189 0.97 1.90 0.62 0.1223
H -2.782 -4.672 -0.180 1.33 -1.41 1.54 0.1216
H -0.550 -5.687 -1.335 0.16 0.93 2.31 0.1156
H 0.244 -5.624 0.467 -1.48 0.87 -1.60 0.1126
H -1.020 -3.085 -1.276 1.34 -1.00 1.46 0.1181
H -0.844 -3.071 0.602 0.89 -1.11 -2.07 0.1054
H 1.619 -3.349 -1.509 -0.59 0.69 2.33 0.0884
H 1.847 -3.610 0.383 -1.36 0.92 -1.48 0.0915
H -0.123 -0.846 0.490 0.25 -0.02 0.09 0.0039
H 1.365 -0.779 -2.656 -0.27 1.68 1.81 0.1101
H 0.428 0.697 -1.781 1.83 -1.80 0.07 0.1072
H 3.667 3.060 -0.233 -2.06 0.22 -1.64 0.1051
H 1.870 3.638 -0.300 1.49 -0.89 -1.47 0.0786
H 3.157 4.309 -1.549 -1.11 -2.38 0.84 0.0981
H 3.054 1.058 2.877 0.01 0.02 -0.30 -0.0016
H 0.172 1.629 1.064 0.42 -0.76 1.84 0.0644
H -0.544 0.715 2.595 1.98 1.14 -1.17 0.0942
H 1.497 3.275 2.966 -2.03 -1.30 0.22 0.1082
H 0.157 2.607 4.166 0.59 0.16 -2.33 0.0901
H -0.128 3.886 1.156 -1.19 -0.11 2.14 0.1120
H 0.488 5.375 3.561 -2.00 -0.27 -1.07 0.0731
H -1.363 5.093 3.942 1.72 0.51 -1.79 0.0812
H -0.849 6.100 2.351 0.54 -1.72 1.66 0.0747
H -2.851 3.850 2.783 1.47 -1.48 -1.40 0.1121
H -2.270 2.071 2.533 0.64 2.09 -0.73 0.0985
H -3.017 4.332 0.379 0.54 -2.52 0.10 0.1163
H -1.915 2.898 -0.229 -1.79 0.23 1.70 0.0891
H -5.133 2.934 0.727 2.18 -1.05 -1.68 0.1055
H -5.043 0.608 -2.322 -0.36 -0.15 2.66 0.0909
H -6.430 0.965 -1.081 2.14 -0.89 -0.10 0.0723
H -5.606 -0.740 -1.130 0.62 2.40 0.15 0.0682
H -3.569 -1.311 0.203 0.84 2.48 0.27 0.0664
H -2.132 0.039 0.103 -2.28 -0.88 1.00 0.0636
H -3.227 -0.208 1.696 0.04 0.28 -2.72 0.0903
C -2.024 3.847 -2.909 -0.51 0.50 -0.29 -0.3295
O -3.237 3.682 -2.873 1.05 0.46 -0.23 0.0060
N -1.383 4.952 -3.426 -0.36 -1.00 0.48 -0.2006
C 0.060 5.073 -3.432 -0.24 0.03 0.05 -0.0633
C -2.177 6.028 -3.982 -0.27 -0.22 0.11 -0.0560
H -1.328 3.089 -2.513 0.12 0.05 -0.05 0.1215
H 0.343 5.962 -2.861 0.19 -0.02 -0.06 0.0876
H 0.403 5.177 -4.466 0.22 -0.02 0.11 0.0890
H 0.532 4.194 -2.984 -0.13 0.13 -0.17 0.0519
H -2.843 6.416 -3.205 -0.04 0.08 -0.21 0.0909
H -2.784 5.635 -4.803 -0.05 0.21 0.06 0.0899
H -1.534 6.832 -4.351 -0.02 -0.21 0.10 0.0837
C 0.184 1.786 7.154 0.73 -0.88 0.27 -0.3099
O 0.664 2.261 6.132 -0.12 -0.34 0.88 -0.0142
N 0.738 0.767 7.899 -1.00 1.38 -0.48 -0.1996
C 0.107 0.260 9.099 0.17 0.05 -0.30 -0.0749
C 1.993 0.186 7.469 0.11 0.08 -0.46 -0.0395
H -0.768 2.156 7.568 -0.03 -0.08 0.10 0.1255
H 0.789 0.396 9.943 -0.14 -0.10 0.11 0.0823
H -0.103 -0.805 8.965 -0.05 0.05 0.19 0.0903
H -0.829 0.786 9.306 0.13 -0.03 -0.10 0.0779
H 2.756 0.969 7.437 0.05 -0.16 -0.04 0.0931
H 1.868 -0.227 6.464 0.34 -0.11 0.14 0.0632
H 2.306 -0.606 8.155 -0.17 0.14 -0.09 0.0900
C 0.256 -8.210 5.005 0.03 1.05 -0.52 -0.3424
O -0.957 -8.376 5.041 0.71 0.20 -0.07 -0.0115
N 0.897 -7.105 4.488 -0.42 -1.58 0.78 -0.2047
C 2.340 -6.984 4.482 -0.24 0.12 0.02 -0.0683
C 0.103 -6.029 3.932 -0.31 -0.07 -0.15 -0.0416
H 0.952 -8.968 5.401 0.13 0.04 -0.01 0.1200
H 2.623 -6.095 5.053 0.18 -0.06 -0.13 0.0943
H 2.683 -6.880 3.449 0.18 0.04 0.12 0.0859
H 2.812 -7.863 4.930 -0.15 0.06 -0.05 0.0765
H -0.563 -5.641 4.709 0.03 0.12 -0.25 0.1004
H -0.504 -6.422 3.111 0.02 0.24 0.19 0.0741
H 0.746 -5.226 3.563 -0.11 -0.10 0.17 0.0932
C -0.678 0.512 -4.609 -0.25 0.04 -0.61 -0.3328
O -1.583 -0.165 -4.136 0.47 0.39 -0.54 -0.0011
N -0.588 0.918 -5.923 0.04 -0.29 1.26 -0.1898
C 0.517 1.719 -6.408 -0.09 -0.12 -0.03 -0.0621
C -1.631 0.532 -6.851 -0.16 -0.17 0.25 -0.0506
H 0.165 0.859 -3.990 0.03 0.09 -0.23 0.0876
H 0.125 2.659 -6.805 0.18 0.06 -0.04 0.0847
H 1.030 1.170 -7.203 0.07 0.15 -0.01 0.0714
H 1.228 1.936 -5.606 -0.19 -0.07 -0.01 0.0688
H -2.588 0.922 -6.492 -0.01 -0.12 -0.16 0.0909
H -1.688 -0.560 -6.888 -0.14 0.12 -0.12 0.0929
H -1.424 0.924 -7.850 0.07 -0.04 0.23 0.0856
C 3.049 -0.889 -6.766 0.37 0.24 -0.51 -0.3311
O 2.261 -1.201 -7.650 0.76 0.39 0.41 -0.0044
N 4.244 -0.227 -6.957 -1.13 -0.64 0.39 -0.2064
C 5.124 0.107 -5.857 -0.03 0.01 -0.17 -0.0613
C 4.632 0.146 -8.302 -0.29 -0.14 -0.10 -0.0535
H 2.851 -1.125 -5.708 0.11 0.07 0.01 0.1328
H 5.255 1.192 -5.826 0.11 -0.08 0.18 0.0888
H 6.092 -0.376 -6.019 0.03 0.11 0.19 0.0871
H 4.710 -0.232 -4.903 -0.01 0.05 -0.20 0.0869
H 3.866 0.803 -8.724 0.17 -0.06 -0.14 0.0892
H 4.699 -0.757 -8.916 0.02 0.20 -0.11 0.0916
H 5.597 0.660 -8.296 -0.18 -0.11 0.11 0.0859
```
Positions in Å, forces in eV/Å.